No. 1
The following is a DFT calculation (ωB97M-V with the def2-TZVPD basis set) of C37H30N4O3V as an isolated structure at a distorted geometry.

Calculated values
2S+1: 4
Expectation value of S²: 3.76
Kohn-Sham gap (alpha / beta): 6.32 / 7.79 eV
HOMO energy (alpha / beta): -6.526 / -7.988 eV

Last column: Mulliken spin population.
Atoms and positions in Å:
H: -2.197 -1.365 2.039  0.02
C: -0.758 3.874 -1.636  -0.02
H: -4.131 3.709 0.155  0.00
V: -0.027 0.222 0.373  3.10
C: -4.376 1.160 0.166  -0.03
C: 1.048 -4.628 1.526  0.00
H: -5.392 1.875 3.601  0.00
C: 0.106 1.494 3.059  0.09
C: -2.789 -0.629 1.491  -0.10
H: 0.447 1.741 -1.854  0.02
H: -3.349 5.839 -0.742  0.00
H: 2.299 1.933 0.697  0.00
C: -3.531 1.925 4.680  0.00
H: 1.973 -3.442 -1.506  0.00
H: -0.289 -2.417 1.436  0.00
C: 1.871 2.015 1.690  0.07
N: -1.977 3.513 3.834  0.00
C: -3.196 3.737 -0.386  0.01
C: 2.138 -1.394 3.324  -0.02
H: -1.627 1.948 6.699  0.00
H: -3.793 1.143 5.378  0.00
H: 0.199 3.906 -2.143  0.00
C: 2.973 -1.269 4.428  0.01
H: 0.959 -4.313 2.560  0.00
H: 2.484 3.120 4.812  0.00
C: -1.225 2.659 -1.152  0.04
H: 0.450 -6.642 1.939  0.00
C: 0.046 2.043 5.466  0.00
C: 4.605 -2.652 3.350  0.00
C: -2.456 2.554 -0.493  -0.06
C: -4.973 0.133 0.878  0.03
C: 2.534 -2.148 2.229  0.01
H: -1.134 5.971 -1.871  0.00
H: -0.859 1.010 3.143  -0.03
C: 1.967 2.663 3.978  0.05
C: -2.744 4.952 -0.871  0.00
C: 0.708 2.107 4.152  -0.01
H: -2.662 4.630 2.257  0.00
C: -2.287 2.541 4.703  0.00
N: -4.122 3.301 2.834  0.00
C: 0.775 -5.941 1.182  0.00
H: 0.689 1.802 6.306  0.00
C: 2.558 2.620 2.722  0.00
H: 0.736 -7.385 -0.403  0.00
H: 1.501 -5.778 -2.116  0.00
C: 0.938 -6.358 -0.131  0.00
C: -1.509 5.030 -1.493  0.00
H: 2.649 -0.680 5.277  0.00
H: 1.174 -0.909 3.322  0.01
C: 4.206 -1.893 4.444  0.00
C: 1.665 -2.267 0.985  -0.07
C: 3.776 -2.782 2.252  0.00
C: 2.284 -1.420 -0.182  0.04
C: -4.167 -0.756 1.573  -0.02
C: 1.630 -4.137 -0.751  0.00
C: -2.124 0.370 0.759  0.08
O: 3.453 -1.612 -0.459  0.00
H: 5.569 -3.143 3.353  0.00
H: 4.856 -1.794 5.302  0.00
C: -2.913 3.838 2.955  0.00
N: -0.396 1.496 -1.343  0.02
C: 1.367 -5.456 -1.092  0.00
C: -1.263 2.159 5.701  -0.01
C: -2.987 1.304 0.137  -0.22
H: -0.887 0.834 -1.944  0.02
H: -5.004 1.858 -0.373  0.00
H: -4.610 -1.555 2.156  0.00
C: -4.417 2.337 3.698  0.00
C: 1.469 -3.714 0.562  0.01
O: 0.349 -1.717 1.266  0.00
O: 1.490 -0.589 -0.750  0.02
H: -6.050 0.033 0.890  0.00
N: 0.669 1.444 1.855  -0.07
H: 4.091 -3.360 1.395  0.00
H: 3.538 3.035 2.541  0.00

No. 2
The following is a DFT calculation (ωB97M-V with the def2-TZVPD basis set) of a 2-piece molecular cluster, C15H23N2O4 overall at a distorted geometry.

Calculated values
Kohn-Sham gap: 8.90 eV
HOMO energy: -11.907 eV
Net charge: +1

Last column: Mulliken charge in e.
Atoms and positions in Å:
C: 0.587 -1.344 3.854  -1.42
H: 0.074 1.278 5.203  0.28
C: -0.431 -0.922 -1.125  0.13
H: 2.607 -1.682 3.188  0.35
H: 1.173 0.719 6.496  0.32
C: -0.162 -1.805 -3.240  0.22
C: 0.680 -0.485 -3.239  0.36
C: 2.649 -0.034 4.603  -0.62
H: -0.146 -0.536 3.899  0.35
C: 1.053 1.415 5.664  -0.65
H: 2.631 -0.555 5.562  0.43
H: -3.976 1.756 -3.693  0.32
H: -1.953 0.178 -3.366  0.20
C: 1.978 -0.843 3.491  0.17
H: 1.104 2.433 6.048  0.25
H: 3.702 0.113 4.341  0.37
O: -4.170 1.309 -2.852  -0.55
H: -2.340 0.113 -1.611  0.40
C: 1.076 1.361 -1.504  -0.66
N: 1.849 0.070 2.306  -0.14
N: -1.155 -1.537 -2.220  0.07
C: 2.115 1.437 -3.861  -0.42
C: 1.507 0.146 -4.242  -0.68
O: -0.476 -1.157 0.052  -0.59
H: -3.426 -1.699 -3.884  0.24
H: 2.750 1.972 -4.597  0.38
H: 0.601 -1.849 4.819  0.37
C: -4.649 -0.007 -3.203  -0.38
C: -2.207 -0.523 -2.530  -0.39
C: 1.887 2.036 -2.535  -0.50
H: -4.923 0.020 -4.290  0.30
C: 0.482 0.098 -1.889  0.82
H: 1.651 -0.333 -5.232  0.44
H: 2.344 3.027 -2.314  0.37
O: 2.077 1.264 4.674  -0.42
H: -3.938 -1.894 -2.122  0.31
H: -5.572 -0.239 -2.610  0.25
H: 0.233 -2.061 3.110  0.43
H: 1.217 -0.285 1.580  0.09
H: 0.886 1.787 -0.497  0.47
H: 2.759 0.269 1.882  0.41
H: 1.495 0.976 2.645  0.43
C: -3.608 -1.172 -2.905  -0.62
O: -0.035 -2.814 -3.854  -0.49

No. 3
The following is a DFT calculation (ωB97M-V with the def2-TZVPD basis set) of a 5-piece molecular cluster, C18H28Cl2O12 overall at a distorted geometry.

Calculated values
Kohn-Sham gap: 11.07 eV
HOMO energy: -10.574 eV
Structure (SMILES): C[C@H]1COC(=O)O1.C[C@H]1COC(=O)O1.C[C@H]1COC(=O)O1.C[C@H]1COC(=O)O1.ClCCCl

Last column: Mulliken charge in e.
Atoms and positions in Å:
O: 1.225 5.558 -5.274  -0.53
H: 0.961 -1.872 -3.743  0.32
C: 0.379 -0.355 4.552  0.65
C: 0.929 1.826 4.351  -0.45
C: 1.403 -4.601 2.702  -0.40
O: -0.910 4.782 -5.268  -0.37
C: 1.515 -3.695 0.661  0.57
H: 0.729 -3.950 3.211  0.22
C: -2.926 3.656 -4.695  -1.02
C: -1.289 2.474 5.515  -1.77
C: 0.254 5.185 -4.713  0.63
H: -0.268 -2.865 -2.132  -0.19
H: 3.945 -2.304 3.162  0.33
C: 3.338 -3.079 3.604  -1.24
O: -1.921 -1.711 -2.527  -0.40
H: -1.930 -4.641 -2.822  0.33
H: -1.961 -3.805 -4.454  0.41
H: -2.277 2.070 5.534  0.39
C: 1.305 0.161 0.859  0.35
C: -0.077 -1.851 -4.047  -0.45
C: -0.178 0.429 0.745  0.08
C: -1.405 -4.012 -3.564  -1.39
H: -3.844 3.732 -4.033  0.33
O: -0.777 0.383 4.647  -0.40
H: 2.577 -2.752 4.327  0.25
O: 0.479 -1.508 4.734  -0.50
O: -2.473 0.382 -3.033  -0.47
O: 0.093 5.260 -3.347  -0.34
H: 3.503 -4.748 2.285  0.31
H: 1.493 2.338 5.187  0.26
H: 4.052 -3.718 4.041  0.42
Cl: -0.395 2.198 0.700  -0.25
C: -0.607 1.756 4.415  0.95
Cl: 2.317 0.587 -0.521  -0.19
C: -0.909 -2.677 -2.992  1.01
H: -0.717 -0.087 1.533  0.26
H: -0.708 0.062 -0.139  0.01
O: -0.675 -0.535 -4.017  -0.33
C: -1.038 4.473 -2.952  -0.28
H: 1.340 -5.622 3.106  0.27
H: 1.303 2.205 3.421  0.27
H: -3.147 3.788 -5.740  0.37
H: -0.800 3.403 -2.857  0.20
H: 1.435 -0.898 1.021  -0.39
H: -1.478 4.987 -2.110  0.26
H: -2.581 2.564 -4.543  0.04
C: -1.783 -0.535 -3.214  0.66
C: 2.777 -3.940 2.468  0.48
H: -0.995 2.114 3.474  0.08
H: -0.851 2.349 6.470  0.41
H: -1.449 3.458 5.228  0.47
H: -0.453 -4.554 -3.955  0.31
H: 1.811 0.593 1.717  0.10
H: -0.167 -2.202 -5.065  0.28
C: -1.919 4.660 -4.235  0.46
O: 1.419 0.501 4.275  -0.35
O: 0.888 -4.659 1.326  -0.35
O: 1.211 -3.273 -0.383  -0.55
H: -2.346 5.682 -4.192  0.23
O: 2.576 -3.167 1.294  -0.35

No. 4
The following is a DFT calculation (ωB97M-V with the def2-TZVPD basis set) of a 10-piece molecular cluster, C32H86B2N3O15 overall at a distorted geometry.

Calculated values
Kohn-Sham gap: 8.48 eV
HOMO energy: -11.562 eV
Net charge: +1

Last column: Mulliken charge in e.
Atoms and positions in Å:
H: -7.944 -0.193 3.442  0.27
H: 5.082 -4.448 4.636  0.27
H: 1.127 -6.318 1.394  0.46
H: 5.213 4.365 -5.484  0.22
C: 0.631 -4.223 1.587  -0.50
O: -3.621 -1.448 -1.927  -0.50
H: 1.530 0.797 -1.590  0.60
H: 1.222 4.976 -2.809  0.28
H: 3.231 7.864 -4.839  0.25
H: -2.793 -1.539 -2.410  0.24
C: 1.036 2.017 1.100  1.97
C: 0.169 4.758 -2.994  -0.76
C: 0.520 -3.463 4.039  -0.72
H: 6.217 1.762 -2.666  0.24
C: -3.380 -1.560 0.964  -0.41
H: 0.957 -2.238 2.332  -1.48
H: 3.534 -4.037 0.255  0.43
H: -0.864 8.986 -1.388  0.28
H: -0.129 5.252 -3.917  0.44
O: 4.572 -5.475 2.882  -0.47
H: -1.689 2.895 -0.883  0.43
C: 5.358 4.203 -6.554  -0.56
O: -4.245 -3.711 -2.472  -0.62
H: -3.622 -4.429 -2.339  0.33
C: 1.122 -3.257 2.665  1.40
H: 6.419 4.021 -6.744  0.33
H: -7.559 -2.519 3.401  0.33
H: -1.068 1.272 -0.831  0.23
O: 0.824 9.683 -2.413  -0.50
C: -3.189 0.910 0.645  -0.87
O: 6.284 4.285 -2.874  -0.44
H: -0.433 5.134 -2.168  0.29
H: -1.568 1.666 1.867  0.28
O: -6.347 -2.789 -0.526  -0.43
O: 1.957 6.240 -5.131  -0.43
H: 2.561 -0.701 4.090  0.43
H: 0.700 2.938 -0.792  0.14
H: -7.470 -0.828 5.032  0.32
H: 2.554 0.942 3.519  0.52
H: 3.439 -5.095 4.515  0.05
H: 5.241 5.443 -1.580  0.19
B: -4.207 -2.645 -1.629  0.90
H: 0.633 9.037 -0.430  0.28
H: 0.088 0.813 3.179  -0.31
H: -0.279 -4.692 1.951  0.44
H: 2.193 -3.416 2.744  0.52
N: -2.748 -2.747 1.312  0.12
H: 4.590 1.511 -2.025  -0.04
H: 1.443 2.733 1.804  0.60
H: 2.777 2.084 -0.068  0.32
O: -6.937 -0.857 -1.837  -0.53
C: -1.187 2.180 -0.235  -0.20
N: -2.683 -0.444 0.944  0.88
H: -8.350 -4.410 3.012  0.29
C: 0.587 0.220 3.951  0.00
O: -4.727 -3.926 0.527  -0.48
C: 0.361 -2.223 4.901  -1.28
C: 3.089 -4.443 -0.655  -0.71
H: 1.034 -2.069 -1.445  0.36
C: 5.258 1.283 -2.852  -0.19
H: -6.264 -0.061 3.996  0.22
H: 3.716 -2.920 -1.954  0.43
O: -8.048 -1.288 0.244  -0.61
H: -5.178 -1.758 1.580  0.09
H: -2.635 2.855 1.190  0.51
H: -0.723 -1.346 3.254  -0.90
H: 4.832 1.692 -3.772  0.27
H: -8.470 -4.489 0.690  0.18
H: 1.039 -5.087 -0.912  0.43
H: -9.916 -3.479 0.847  0.23
H: 3.350 -0.905 -0.010  0.15
H: 3.227 -0.727 -1.785  0.39
H: 2.224 -3.736 -2.436  0.36
H: 1.168 -4.146 4.588  0.08
H: 4.789 3.331 -6.865  0.24
H: 2.497 5.920 -5.860  0.27
H: 5.489 -5.656 2.661  0.29
H: 1.878 8.145 -5.965  0.29
C: 1.983 -2.210 -0.930  0.91
O: -6.786 -1.945 3.400  -0.42
C: -5.001 -2.738 -0.214  -0.06
H: 0.341 -3.658 0.699  0.38
H: 1.752 -2.506 0.099  -0.98
H: 0.437 7.828 -1.709  -0.02
C: -7.151 -0.692 4.001  -0.62
H: 0.463 3.011 -3.799  0.25
N: -4.718 -1.571 0.658  0.59
H: 0.771 -0.116 -0.271  -0.92
C: 2.181 1.305 0.406  -1.57
H: 0.582 0.840 4.846  0.45
B: -7.098 -1.593 -0.694  0.77
C: -9.325 -4.252 1.326  -0.56
C: -2.111 1.931 0.955  -1.08
H: -1.127 -0.689 4.810  0.81
C: -3.358 -4.020 0.828  -0.42
C: 2.778 -3.330 -1.589  -1.35
H: 2.521 -5.308 1.709  -0.01
O: 4.893 5.320 -7.319  -0.53
H: -0.437 -3.965 3.958  0.50
H: 4.789 -6.189 4.840  0.33
H: 6.767 4.841 -0.912  0.28
C: 1.715 0.295 -0.644  0.63
H: -0.284 -2.516 5.725  0.37
H: 5.953 -0.362 -3.644  0.28
H: -3.244 -4.769 1.601  0.45
H: 2.782 0.766 1.133  0.81
C: 2.007 0.003 3.476  -0.81
H: -3.433 0.929 -0.413  0.34
C: 2.675 -0.860 -0.861  -0.58
H: 2.040 -0.323 2.440  -0.28
C: 1.914 -5.343 -0.312  -1.07
C: 0.147 2.786 0.130  -1.21
C: 4.483 -5.295 4.292  -0.42
H: 3.859 -5.052 -1.122  0.46
H: -6.300 -0.143 -1.772  0.31
C: 0.221 8.856 -1.427  -0.31
H: 7.199 4.090 -3.093  0.27
H: -0.066 3.767 0.554  0.44
H: 1.311 -1.956 5.360  0.45
H: 5.401 6.087 -7.041  0.30
H: 0.465 1.253 1.640  -2.29
C: 1.584 -5.359 1.162  -0.80
H: -1.694 -0.524 1.150  -0.33
O: -0.062 3.347 -3.068  -0.49
C: 2.178 7.648 -5.039  -0.36
O: 5.368 -0.139 -2.915  -0.51
H: -2.779 -4.352 -0.032  0.15
H: 1.584 8.046 -4.222  -0.01
O: -8.872 -3.721 2.587  -0.57
H: 6.772 6.168 -2.093  0.27
H: -7.837 -1.711 1.085  0.27
H: -9.928 -5.151 1.450  0.35
H: -2.536 -2.779 2.301  0.21
H: 2.179 -6.358 -0.598  0.48
C: -0.286 -1.013 4.204  0.65
C: 6.283 5.234 -1.809  -0.58
H: 0.649 10.600 -2.189  0.29
H: -4.084 1.080 1.233  0.63

No. 5
The following is a DFT calculation (ωB97M-V with the def2-TZVPD basis set) of C21H16ClFeN4O4S3 as an isolated structure.

Calculated values
2S+1: 2
Expectation value of S²: 0.79
Kohn-Sham gap (alpha / beta): 7.51 / 7.45 eV
HOMO energy (alpha / beta): -8.436 / -8.383 eV

Last column: Mulliken spin population.
Atoms and positions in Å:
O: 2.317 0.332 1.407  -0.01
C: -2.207 -0.498 -0.872  0.00
C: -4.077 0.993 -0.876  0.00
H: 2.550 -5.415 -1.650  0.00
C: 1.495 -1.913 -0.267  -0.09
O: 3.607 2.222 0.833  0.00
C: -4.364 -1.238 -1.741  0.00
H: -1.255 1.684 5.256  0.00
C: 1.832 2.408 -2.793  0.00
H: 2.306 2.330 -3.760  0.00
C: 0.962 -3.992 -1.483  -0.01
O: 4.629 0.321 1.761  0.00
C: -3.024 -1.474 -1.456  0.00
C: 0.944 3.685 -0.978  0.00
H: 0.717 4.626 -0.496  0.00
H: 1.765 0.273 -2.466  0.00
C: -0.707 -0.168 3.025  0.00
S: -1.440 -0.610 4.538  0.00
C: -2.747 0.758 -0.593  0.00
C: 0.073 2.424 0.999  0.00
H: -4.978 -2.008 -2.189  0.00
C: 0.607 -2.739 -0.981  0.01
C: 1.531 1.257 -2.082  0.01
S: 0.034 -1.485 2.176  -0.04
H: 3.499 -1.864 0.530  0.00
N: -0.146 1.249 1.442  -0.02
H: -2.558 0.777 6.063  0.00
H: -0.191 3.313 1.562  0.00
Fe: 0.695 -0.260 0.396  1.11
H: -2.787 1.387 4.406  0.00
O: 3.761 0.231 -0.431  0.00
Cl: 3.633 0.799 0.880  0.00
C: 2.246 -4.449 -1.271  0.02
C: -0.708 -2.147 -1.114  0.00
C: 0.669 2.493 -0.329  0.01
H: -2.135 1.531 -0.163  0.00
H: 1.777 4.553 -2.752  0.00
C: 1.536 3.637 -2.229  0.00
H: 4.145 -4.032 -0.372  0.00
H: -4.501 1.964 -0.657  0.00
N: -0.750 1.079 2.646  0.00
H: 0.246 -4.600 -2.025  0.00
C: -2.069 0.979 5.112  0.00
C: 2.775 -2.425 -0.041  0.03
C: 3.142 -3.663 -0.548  -0.01
H: -5.926 0.214 -1.648  0.00
N: -0.891 -0.919 -0.675  -0.01
S: -2.105 -2.914 -1.767  0.00
N: 0.958 1.295 -0.886  0.00
C: -4.885 0.004 -1.440  0.00

No. 6
The following is a DFT calculation (ωB97M-V with the def2-TZVPD basis set) of a 6-piece molecular cluster, H12O6 overall at a distorted geometry.

Calculated values
Kohn-Sham gap: 11.42 eV
HOMO energy: -11.143 eV
Structure (SMILES): O.O.O.O.O.O

Last column: Mulliken charge in e.
Atoms and positions in Å:
H: 0.266 2.162 -0.461  0.34
O: 0.536 -0.806 -2.532  -0.67
H: 0.830 0.092 0.695  0.29
H: -0.063 3.037 -1.820  0.33
H: -0.434 -0.760 -2.791  0.31
H: 0.528 -0.394 -1.675  0.35
H: 2.814 1.474 1.503  0.33
O: -0.671 -2.734 0.582  -0.74
H: -1.893 0.172 0.555  0.31
O: -2.646 0.142 1.055  -0.62
O: 0.235 2.994 -0.837  -0.65
H: -0.028 -3.188 -0.002  0.35
H: -0.264 -0.956 0.294  0.43
H: 3.032 0.183 2.399  0.33
H: -1.554 -3.080 0.025  0.36
H: -3.108 0.943 0.799  0.31
O: 0.076 -0.104 0.177  -0.68
O: 2.344 0.824 2.036  -0.68